(1)
Formula: C12H23CsLiN4O6PS
Source: the Open Molecules 2025 dataset
Level of theory: ωB97M-V/def2-TZVPD

- gap between HOMO and LUMO (hartree) = 0.1629
- E (eV) = -51931.6129
- lowest unoccupied orbital energy (eV) = -2.70
- HOMO energy (eV) = -7.14
- spin multiplicity = 1
- energy above the lowest of the compared OMol25 structures with the same formula, charge and spin (kcal per mole) = 0.0

CARTESIAN COORDINATES (ANGSTROEM)
1 C 2.59047 -0.35291 1.34324
2 C 2.14133 1.19848 1.07511
3 O 1.26043 1.56728 2.08623
4 C -0.08664 1.34541 1.70591
5 C -0.82830 0.86429 2.92642
6 N -2.13753 0.31884 2.59814
7 N -2.66906 -0.72868 3.29587
8 C -3.86904 -0.97818 2.79319
9 C -4.72862 -2.08594 3.36977
10 O -4.81039 -2.02264 4.60216
11 O -5.19161 -2.90042 2.57957
12 N -4.14131 -0.14467 1.79953
13 C -3.08078 0.65098 1.70779
14 N -3.00305 1.66534 0.81887
15 P -4.31488 1.93121 -0.26460
16 S -5.68480 3.09182 0.41755
17 H 2.30736 -0.93096 0.44982
18 H 2.04359 -0.67772 2.21369
19 H 3.69028 -0.36377 1.53989
20 H 1.75490 1.38226 0.06060
21 H 3.03930 1.84857 1.18792
22 H -0.43491 2.32029 1.36810
23 H -0.15748 0.63825 0.88469
24 H -0.24809 0.05458 3.35601
25 H -0.93128 1.62389 3.69458
26 H -2.20836 -1.19274 4.05922
27 H -2.22252 2.29703 0.75074
28 H -4.81321 0.66490 -0.56966
29 H -3.65987 2.43542 -1.39428
30 Cs 4.64327 0.78467 0.32544
31 C 1.26912 -4.57373 -3.49353
32 C 2.44722 -3.57186 -3.38473
33 C 3.76347 -4.37762 -3.38827
34 O 2.28974 -2.90066 -2.24649
35 H 1.23915 -5.26994 -2.65598
36 H 0.31421 -4.03788 -3.52857
37 H 1.36703 -5.17845 -4.42753
38 H 2.44717 -2.98432 -4.34779
39 H 3.80053 -5.06503 -2.54150
40 H 4.61799 -3.70480 -3.32744
41 H 3.87955 -4.97364 -4.30879
42 C 1.00709 5.87271 -1.47330
43 C 1.37455 4.76602 -0.47125
44 O 0.63134 3.74124 -0.44856
45 O 2.38206 4.97143 0.23772
46 H 0.11967 5.60865 -2.04692
47 H 0.81624 6.80389 -0.93914
48 H 1.83644 6.03505 -2.16300
49 Li 0.14826 -5.46592 -5.82641

***

(2)
Formula: C12H23F3NO2
Source: the Open Molecules 2025 dataset
Level of theory: ωB97M-V/def2-TZVPD

- gap between HOMO and LUMO (hartree) = 0.3168
- E (eV) = -26545.2785
- lowest unoccupied orbital energy (eV) = -3.46
- HOMO energy (eV) = -12.08
- spin multiplicity = 1
- net charge = +1

CARTESIAN COORDINATES (ANGSTROEM)
1 C 1.10218 -1.33859 1.73250
2 C 1.54936 -1.04237 0.47652
3 C 1.46929 0.34540 -0.12926
4 C 2.84232 1.00983 0.19365
5 N 2.64066 1.64768 1.53482
6 C 1.26216 2.23230 1.47255
7 C 0.45119 1.28448 0.55616
8 C -0.34093 2.08376 -0.47258
9 C -1.60550 2.74012 0.10962
10 O -2.22329 1.99492 1.13681
11 C -2.77875 0.78068 0.71415
12 C -4.09842 0.91929 -0.07045
13 F -5.09416 0.29908 0.61134
14 F -4.00714 0.28147 -1.26014
15 F -4.48060 2.18931 -0.25807
16 H 1.50295 -0.80213 2.59373
17 H 0.34614 -2.08292 1.94327
18 H 2.03149 -1.81860 -0.11435
19 H 1.44646 0.32440 -1.21167
20 H 3.15178 1.81374 -0.47583
21 H 3.69128 0.33631 0.22509
22 H 3.33986 2.34211 1.79106
23 H 2.74097 0.91258 2.23504
24 H 1.39869 3.24599 1.11716
25 H 0.79199 2.18304 2.44754
26 H -0.18759 0.72832 1.22820
27 H -0.65238 1.38925 -1.25193
28 H 0.25811 2.85815 -0.94567
29 H -1.31537 3.68411 0.56618
30 H -2.28111 2.99536 -0.70425
31 H -3.01276 0.21572 1.60967
32 H -2.10510 0.16348 0.11752
33 C -0.41041 -3.91735 -1.32070
34 C 0.39303 -3.39325 -2.49563
35 O 1.78244 -3.68344 -2.35266
36 H -0.03180 -3.48530 -0.39185
37 H -1.46788 -3.66934 -1.42306
38 H -0.31987 -5.00122 -1.23036
39 H 0.30991 -2.30801 -2.56195
40 H 0.02779 -3.81986 -3.43407
41 H 1.88302 -4.63851 -2.30806

***

(3)
Formula: C12H23F3NO5P2RuS
Source: the Open Molecules 2025 dataset
Level of theory: ωB97M-V/def2-TZVPD

- gap between HOMO and LUMO (alpha / beta) (hartree) = 0.2438 / 0.1695
- E (eV) = -64660.0142
- lowest unoccupied orbital energy (alpha / beta) (eV) = -12.84 / -14.86
- HOMO energy (alpha / beta) (eV) = -19.48 / -19.48
- spin multiplicity = 5
- net charge = +3
- energy above the lowest of the compared OMol25 structures with the same formula, charge and spin (kcal per mole) = 8.6

CARTESIAN COORDINATES (ANGSTROEM)
1 Ru -0.19483 -0.30358 0.61257
2 P 1.93497 -0.58468 0.53149
3 C 2.28185 -0.89456 -1.23801
4 C 1.05215 -1.44974 -1.91741
5 N -0.12126 -1.19473 -1.31871
6 C -1.29181 -1.40845 -1.94357
7 C -1.32173 -2.22288 -3.07877
8 C -0.11378 -2.61253 -3.66646
9 C 1.08983 -2.20286 -3.09455
10 C -2.48019 -0.69316 -1.33669
11 P -1.84444 0.71467 -0.28613
12 H 2.07279 -2.45167 -3.50510
13 H -2.30568 -2.46413 -3.47982
14 H -0.11639 -3.21068 -4.57942
15 H -3.14837 -0.28448 -2.10671
16 H -3.07170 -1.36878 -0.69221
17 H 2.59274 0.07623 -1.66614
18 H 3.13313 -1.57970 -1.32383
19 H 0.99896 3.93312 -1.49327
20 O 1.46898 3.12410 -1.80631
21 H 2.22455 3.38949 -2.34234
22 H -0.24723 4.75221 0.56811
23 O -0.26134 4.64179 -0.39716
24 H -0.94490 5.25972 -0.69503
25 C -1.54367 2.07397 -1.38291
26 H -2.40068 2.20924 -2.04573
27 H -1.34755 2.98193 -0.80330
28 H -0.63589 1.87503 -1.95912
29 C -3.16309 1.10098 0.86970
30 H -2.83028 1.97447 1.44437
31 H -4.08821 1.32649 0.32746
32 H -3.33515 0.27945 1.57971
33 C 2.13361 -2.23731 1.28539
34 H 3.03849 -2.71127 0.88657
35 H 2.21745 -2.11845 2.37222
36 H 1.25172 -2.85699 1.05441
37 C 3.10631 0.53810 1.26938
38 H 2.73995 0.71767 2.28885
39 H 4.10216 0.07357 1.29847
40 H 3.10833 1.46483 0.67811
41 F -0.17771 -0.86313 5.78199
42 C 0.02312 -1.36460 4.54660
43 F 1.32460 -1.17017 4.21013
44 F -0.23375 -2.69310 4.54826
45 S -1.04507 -0.47623 3.25444
46 O -2.39592 -0.35760 3.73239
47 O -0.32090 0.76397 2.90448
48 O -0.91416 -1.49553 2.11364

***

(4)
Formula: C12H23F6NO5Ti
Source: the Open Molecules 2025 dataset
Level of theory: ωB97M-V/def2-TZVPD

- gap between HOMO and LUMO (alpha / beta) (hartree) = 0.2169 / 0.1988
- E (eV) = -63957.0616
- lowest unoccupied orbital energy (alpha / beta) (eV) = 1.72 / 1.25
- HOMO energy (alpha / beta) (eV) = -4.18 / -4.16
- spin multiplicity = 4
- net charge = -1
- energy above the lowest of the compared OMol25 structures with the same formula, charge and spin (kcal per mole) = 160.7

CARTESIAN COORDINATES (ANGSTROEM)
1 Ti 8.36169 15.58375 -12.25992
2 C 6.74646 18.72953 -9.06734
3 O 6.91209 17.34011 -8.50325
4 O 7.42728 18.82338 -10.34241
5 C 5.31589 19.28889 -8.86059
6 F 4.99574 19.31176 -7.54936
7 F 5.20327 20.46474 -9.37610
8 F 4.32153 18.59281 -9.50481
9 C 7.66819 17.16427 -7.29942
10 C 7.86435 15.61135 -7.04195
11 H 8.21192 15.48279 -6.01688
12 H 6.94206 15.08927 -7.29674
13 H 8.61838 15.12444 -7.66037
14 H 7.14384 17.53780 -6.41986
15 H 8.64367 17.64995 -7.27404
16 H 7.40308 19.39370 -8.50533
17 C 5.95060 14.64235 -16.43604
18 O 5.38425 14.38932 -15.12198
19 O 6.81349 15.70792 -16.18459
20 C 6.55031 13.30621 -17.14365
21 F 5.80118 12.23582 -16.84438
22 F 6.58724 13.24464 -18.49737
23 F 7.73894 12.94038 -16.66280
24 C 4.22177 13.64053 -15.03814
25 C 3.68854 13.51979 -13.60867
26 H 3.44183 14.38690 -12.99600
27 H 2.82226 12.85869 -13.58421
28 H 4.38221 12.95206 -12.98850
29 H 4.40737 12.61254 -15.34943
30 H 3.37988 14.00605 -15.62612
31 H 5.19485 15.08721 -17.08337
32 C 12.24855 10.99700 -12.89677
33 C 11.87211 12.26081 -12.20372
34 C 12.56876 13.52446 -12.78203
35 O 12.01988 14.73354 -12.17076
36 C 12.73677 15.06825 -10.96593
37 N 10.47474 12.35432 -12.39881
38 H 11.97220 11.01475 -13.95100
39 H 11.68610 10.14964 -12.50466
40 H 13.24627 10.56819 -12.80304
41 H 12.02563 12.17900 -11.12770
42 H 12.44487 13.44230 -13.86184
43 H 13.64368 13.35825 -12.85279
44 H 12.18398 15.75710 -10.32717
45 H 13.69102 15.53185 -11.21607
46 H 13.05595 14.28618 -10.27703
47 H 10.19071 12.27213 -13.36455
48 H 9.98834 11.64928 -11.86359

***

(5)
Formula: C12H23GdI2NO2P2
Source: the Open Molecules 2025 dataset
Level of theory: ωB97M-V/def2-TZVPD

- gap between HOMO and LUMO (alpha / beta) (hartree) = 0.1974 / 0.2668
- E (eV) = -73997.1251
- lowest unoccupied orbital energy (alpha / beta) (eV) = -6.88 / -6.73
- HOMO energy (alpha / beta) (eV) = -12.26 / -13.99
- spin multiplicity = 9
- net charge = +2
- energy above the lowest of the compared OMol25 structures with the same formula, charge and spin (kcal per mole) = 57.8

CARTESIAN COORDINATES (ANGSTROEM)
1 I 0.24716 -0.90256 -6.16058
2 I -0.35872 1.69712 -5.46517
3 Gd -0.04463 -0.58377 -1.00657
4 P -2.60610 -0.40964 -0.99703
5 C -3.35936 1.10440 -0.59177
6 C -3.03689 -0.95544 -2.62932
7 H -4.11269 -1.10777 -2.55513
8 H -4.10821 -1.78335 0.05274
9 H -2.52441 -1.88734 -2.89383
10 H -2.52100 -2.62475 -0.03100
11 H -3.08291 1.87822 -1.31071
12 H -2.78563 -0.18892 -3.36909
13 C -3.03136 -1.67836 0.18167
14 H -4.42092 0.86898 -0.65191
15 H -2.78676 -1.37251 1.20436
16 H -3.08059 1.43340 0.41248
17 P 2.51590 -0.32006 -0.98741
18 C 3.22152 1.21828 -0.57925
19 C 2.98736 -1.57575 0.18954
20 H 2.49911 -1.79578 -2.88937
21 H 4.05817 -0.96077 -2.54460
22 H 2.70080 -0.09138 -3.36088
23 C 2.97718 -0.84728 -2.61922
24 H 2.50895 -2.53899 -0.02668
25 H 4.06774 -1.64416 0.06020
26 H 4.29161 1.02079 -0.63330
27 H 2.92700 1.53657 0.42338
28 H 2.73263 -1.28013 1.21329
29 H 2.92201 1.98354 -1.29850
30 C -0.07733 1.70029 -0.47085
31 O -0.09731 2.81182 -0.14817
32 O -0.08311 -1.07994 1.16619
33 N 0.04059 -0.18343 2.19712
34 C -0.93197 0.81285 2.38012
35 C -0.68975 1.78999 3.33955
36 C 0.28420 1.58570 4.28846
37 C 1.13411 0.44077 4.17679
38 C 0.99824 -0.39560 3.14074
39 H -1.94658 0.47060 2.23059
40 H -1.34828 2.63941 3.46836
41 H 0.40243 2.26770 5.11923
42 H 1.88689 0.24010 4.92550
43 H 1.63092 -1.29287 3.05003